# 1
DFT (ωB97M-V/def2-TZVPD) results for a cluster of 2 separate species, C15H31N4OSSi2 in total in a non-equilibrium geometry.

Computed properties:
ΔE to the lowest compared entry with this formula, charge and spin: 0.0 kcal/mol

ORCA input file:
```
! wB97M-V def2-TZVPD RIJCOSX def2/J DEFGRID3
* xyz 1 1
N 2.218 0.275 -4.453
C 1.018 0.800 -4.074
N -0.094 0.680 -4.957
C -1.359 0.199 -4.313
S -2.724 0.612 -5.440
C -1.601 0.950 -3.011
C -0.356 0.956 -2.153
N 0.838 1.450 -2.946
C 2.018 1.729 -2.136
C 2.541 3.006 -2.143
C 3.671 3.198 -1.370
C 4.200 2.129 -0.666
N 3.698 0.890 -0.619
C 2.601 0.746 -1.357
H 2.898 0.794 -4.981
H 2.406 -0.702 -4.308
H -0.317 1.643 -5.215
H -1.318 -0.877 -4.190
H -3.017 -0.621 -5.861
H -2.450 0.557 -2.460
H -1.846 1.985 -3.255
H -0.499 1.594 -1.292
H -0.134 -0.057 -1.831
H 2.083 3.787 -2.729
H 4.149 4.161 -1.314
H 5.108 2.290 -0.104
H 2.132 -0.233 -1.355
O -0.403 -1.457 3.338
Si -1.818 -1.468 4.195
C -3.085 -2.535 3.327
C -2.490 0.271 4.342
C -1.505 -2.149 5.897
Si 0.193 -1.053 1.871
C 2.012 -1.394 1.762
C -0.075 0.777 1.554
C -0.668 -2.039 0.524
H -3.367 -2.114 2.359
H -3.989 -2.614 3.934
H -2.699 -3.542 3.158
H -1.750 0.942 4.782
H -3.377 0.280 4.978
H -2.774 0.675 3.367
H -0.779 -1.541 6.440
H -1.123 -3.171 5.851
H -2.434 -2.159 6.469
H 2.573 -0.829 2.507
H 2.374 -1.103 0.774
H 2.226 -2.455 1.908
H -1.139 1.022 1.494
H 0.400 1.076 0.616
H 0.362 1.375 2.355
H -1.732 -1.795 0.468
H -0.578 -3.110 0.710
H -0.220 -1.831 -0.453
*
```

Atomic partial charges in e from the Löwdin method, atoms 1 to 6: N 0.18; C -0.27; N 0.04; C -0.65; S 0.83; C -0.20

***

# 2
DFT (ωB97M-V/def2-TZVPD) results for a structure of composition C15H32B2F4N9O5SiY in a non-equilibrium geometry.

Computed properties:
ΔE to the lowest compared entry with this formula, charge and spin: 21.1 kcal/mol

ORCA input file:
```
! wB97M-V def2-TZVPD RIJCOSX def2/J DEFGRID3
* xyz 2 1
Y -0.073 -0.104 0.332
C -4.786 -0.604 -0.227
C -3.340 -0.709 0.090
N -2.383 -0.199 -0.585
O -2.747 0.591 -1.669
B -2.417 0.027 -2.932
F -2.609 -1.304 -3.090
F -2.618 0.847 -3.957
O -0.611 0.086 -2.742
N -0.071 -0.817 -2.019
C 0.216 -2.046 -2.412
C 0.171 -2.458 -3.833
C 0.637 -2.942 -1.335
N 0.601 -2.374 -0.164
O 0.862 -3.117 0.903
B -0.440 -3.529 1.751
F -1.298 -4.070 0.806
F 0.040 -4.348 2.703
O -1.093 -2.369 2.418
N -1.628 -1.500 1.499
C -2.877 -1.579 1.240
C -3.847 -2.469 1.926
C 1.003 -4.365 -1.542
H -4.957 0.036 -1.085
H -5.332 -0.218 0.635
H -5.184 -1.599 -0.433
H -0.185 -1.657 -4.473
H -0.502 -3.316 -3.915
H 1.154 -2.799 -4.166
H -3.347 -3.065 2.682
H -4.323 -3.135 1.204
H -4.632 -1.869 2.389
H 1.103 -4.618 -2.592
H 0.236 -4.996 -1.086
H 1.936 -4.581 -1.021
C 5.700 1.204 0.438
N 4.409 1.203 -0.253
C 4.368 1.583 -1.661
C 3.273 0.776 0.335
N 2.121 0.707 -0.272
N 3.419 0.400 1.660
C 2.468 0.055 2.599
N 2.976 -0.133 3.835
N 1.211 -0.058 2.317
H 6.458 1.568 -0.246
H 5.997 0.198 0.744
H 5.694 1.877 1.298
H 5.344 1.956 -1.952
H 3.646 2.383 -1.832
H 4.128 0.729 -2.299
H 2.223 1.030 -1.227
H 4.359 0.440 2.012
H 3.964 -0.125 4.018
H 2.394 -0.547 4.544
H 0.675 -0.347 3.132
C -1.606 4.003 -1.211
Si -1.418 3.414 0.726
C -2.986 3.728 1.647
C -0.073 4.768 1.038
O -0.857 1.948 0.725
H -2.103 4.967 -1.148
H -2.246 3.158 -1.484
H -0.659 4.021 -1.734
H -3.218 4.791 1.728
H -2.920 3.312 2.655
H -3.826 3.241 1.146
H -0.518 5.753 0.928
H 0.803 4.631 0.413
H 0.139 4.531 2.086
*
```

Atomic partial charges in e from the Löwdin method, atoms 1 to 6: Y 1.51; C 0.04; C -0.20; N 0.01; O 0.07; B -0.99